{"formula": "C33H33F32N3O8PS", "method": "the ωB97M-V functional and the def2-TZVPD basis", "charge": 1, "total_energy_ev": -162684.4756, "elements": ["C", "C", "C", "C", "C", "N", "C", "C", "C", "C", "S", "C", "N", "N", "C", "O", "C", "C", "O", "O", "P", "O", "H", "H", "H", "H", "H", "H", "H", "H", "H", "H", "H", "H", "H", "H", "H", "H", "H", "C", "C", "C", "F", "F", "F", "F", "O", "C", "C", "F", "F", "F", "F", "H", "H", "H", "H", "C", "C", "C", "F", "F", "F", "F", "O", "C", "C", "F", "F", "F", "F", "H", "H", "H", "H", "C", "C", "C", "F", "F", "F", "F", "O", "C", "C", "F", "F", "F", "F", "H", "H", "H", "H", "C", "C", "C", "F", "F", "F", "F", "O", "C", "C", "F", "F", "F", "F", "H", "H", "H", "H"], "xyz": [[1.45501, 2.59835, 1.26062], [2.39893, 3.68781, 0.71556], [2.39091, 3.80261, -0.81781], [3.16968, 2.67966, -1.45834], [4.53641, 2.61209, -1.24048], [5.26504, 1.61843, -1.77426], [4.73411, 0.63841, -2.52225], [3.37896, 0.62161, -2.78389], [2.79233, -0.52550, -3.57193], [2.26014, -1.61384, -2.61443], [2.38123, -3.23920, -3.39422], [2.50356, -4.17674, -1.93289], [2.61147, -3.76727, -0.70846], [2.68836, -4.92448, 0.06862], [2.61698, -5.90863, -0.74783], [2.49672, -5.51625, -2.04445], [2.60859, 1.67259, -2.25624], [1.15333, 1.75837, -2.64057], [0.80639, 2.37644, -3.60243], [0.35624, 1.02249, -1.84369], [-1.08513, 0.38979, -2.38877], [-0.89354, -0.94491, -2.96530], [1.12765, 1.90807, 0.47602], [0.57558, 3.03026, 1.73636], [1.96033, 1.99055, 2.01275], [2.13881, 4.65796, 1.13517], [3.41436, 3.47288, 1.05570], [2.82697, 4.75454, -1.12286], [1.35881, 3.75094, -1.16814], [5.06470, 3.34626, -0.64751], [6.26128, 1.60081, -1.59874], [5.40511, -0.12383, -2.89895], [3.57307, -0.95503, -4.20351], [1.99912, -0.15122, -4.22357], [2.86039, -1.64694, -1.70391], [1.22580, -1.42263, -2.32356], [2.64729, -6.95191, -0.47962], [-1.57677, 1.34985, -3.26888], [-1.81728, 0.46828, -1.20900], [-5.39648, 3.39949, -3.98785], [-6.83533, 3.84618, -4.27301], [-7.65371, 4.39696, -3.09996], [-7.79047, 3.46191, -2.13784], [-8.87696, 4.73305, -3.55305], [-7.51226, 2.86299, -4.89294], [-6.71822, 4.89862, -5.13586], [-5.18604, 2.01395, -3.77859], [-5.27665, 1.43587, -2.55518], [-6.36462, 0.35232, -2.49153], [-7.55736, 0.87296, -2.81705], [-6.41761, -0.11347, -1.22535], [-5.39818, 2.32855, -1.56410], [-4.09581, 0.76875, -2.33944], [-4.85752, 3.61171, -4.90926], [-4.94943, 4.00229, -3.19682], [-7.17072, 5.28295, -2.67940], [-6.11663, -0.46225, -3.17456], [1.88811, -8.35287, -4.04697], [3.04849, -9.11410, -3.39996], [4.46446, -8.56920, -3.61359], [4.79639, -8.58722, -4.91749], [5.33236, -9.35078, -2.93655], [3.00132, -10.41883, -3.71195], [2.84279, -8.98903, -2.04618], [1.39377, -8.82477, -5.27864], [1.91485, -8.41723, -6.47075], [2.49921, -9.58914, -7.27288], [3.43729, -10.22870, -6.54975], [3.07499, -9.09416, -8.38912], [2.81553, -7.42895, -6.31893], [0.89679, -7.92421, -7.21284], [1.05544, -8.49189, -3.35871], [2.10275, -7.28372, -4.07734], [4.53773, -7.54566, -3.23390], [1.70403, -10.28540, -7.54410], [4.52287, 3.59252, 6.23734], [4.73273, 3.93038, 4.75584], [3.92084, 5.08557, 4.16059], [2.59732, 4.84801, 4.24178], [4.22898, 5.17923, 2.84082], [4.58150, 2.82853, 3.98794], [6.03100, 4.33888, 4.64024], [3.64015, 2.52905, 6.52889], [2.29760, 2.71703, 6.68997], [1.49636, 1.89885, 5.66590], [1.88653, 2.19500, 4.40740], [0.18614, 2.21845, 5.77375], [1.95612, 4.01442, 6.65806], [1.95215, 2.23361, 7.89986], [5.49339, 3.23546, 6.57764], [4.28607, 4.48984, 6.81013], [4.15705, 6.02840, 4.65780], [1.63337, 0.83188, 5.84501], [-4.99546, 0.71441, 6.70542], [-5.62445, 1.92109, 7.41086], [-6.69453, 2.71339, 6.65247], [-6.18479, 3.24555, 5.52258], [-7.12318, 3.71918, 7.44301], [-4.66564, 2.75265, 7.86181], [-6.28376, 1.40444, 8.49040], [-3.74994, 0.92187, 6.06908], [-3.64790, 1.32386, 4.77504], [-2.90356, 2.65952, 4.64942], [-3.51328, 3.61931, 5.36777], [-2.90775, 3.03313, 3.34420], [-4.83434, 1.35848, 4.14705], [-2.87504, 0.41511, 4.12509], [-4.76963, 0.01693, 7.50994], [-5.71372, 0.22998, 6.04337], [-7.54123, 2.06930, 6.40196], [-1.87521, 2.54904, 4.98863]], "forces_ev_per_angstrom": [[0.2603, -0.1295, -0.0397], [-0.0778, -0.2224, 0.1156], [-0.0957, -0.3634, 0.1123], [0.1562, -0.1410, -0.1213], [-0.0433, -0.1462, -0.0964], [-0.2094, 0.1031, 0.0480], [-0.1592, -0.0544, -0.0018], [-0.0668, 0.0820, 0.0389], [-0.0845, 0.0180, 0.1539], [0.0462, 0.2837, 0.2650], [-0.0508, -0.1837, -0.0760], [0.0202, 0.5279, 0.5028], [-0.0296, -0.1319, -0.4925], [-0.0343, -0.0645, -0.2596], [0.0693, 0.1254, 0.6988], [0.0037, -0.3550, -0.1303], [0.2002, 0.1169, 0.2896], [0.1494, -0.1101, -0.4516], [-0.0730, -0.0628, 0.2189], [-0.0628, 0.2127, 0.0604], [-0.1820, -0.4893, -0.2564], [0.0464, 0.1390, 0.0422], [-0.0355, 0.1097, 0.0561], [-0.0453, -0.0326, -0.1138], [-0.0880, 0.0982, -0.0287], [0.0174, -0.0024, -0.0029], [0.0276, 0.1496, -0.0162], [-0.0736, 0.0057, -0.1050], [0.0253, 0.2725, -0.0790], [0.0366, -0.0487, -0.0202], [0.0484, 0.0308, 0.0076], [0.0081, 0.1032, 0.0711], [-0.0420, 0.1117, -0.0322], [0.0488, -0.1297, -0.0396], [0.0301, -0.0635, -0.0737], [0.1494, -0.0989, -0.1323], [-0.0287, -0.0410, -0.3372], [0.0338, 0.2031, 0.0990], [0.0747, 0.1094, 0.1163], [0.3939, 0.2041, -0.0594], [-0.0431, -0.1159, -0.0032], [0.0191, 0.0502, -0.0621], [-0.0303, -0.0099, 0.0307], [-0.0163, -0.0150, 0.0483], [0.0055, 0.0421, 0.0027], [0.0051, 0.0190, -0.0472], [-0.3998, -0.1420, -0.1046], [0.1341, 0.0030, -0.0077], [0.0522, -0.0100, -0.0215], [-0.0374, -0.0025, 0.0268], [-0.0296, -0.0386, 0.0088], [-0.0145, 0.0076, 0.0239], [0.1122, 0.0395, 0.0782], [0.0060, -0.0040, 0.0039], [-0.1216, -0.0174, 0.0660], [-0.0101, -0.0017, 0.0150], [-0.0182, -0.0039, -0.0066], [-0.4167, 0.4266, 0.2230], [0.0197, -0.1156, -0.1729], [-0.0087, 0.0211, 0.0665], [0.0519, -0.0171, 0.0074], [0.0307, 0.0183, -0.0278], [-0.0140, 0.0405, 0.0523], [-0.0144, 0.0006, 0.0717], [0.3042, -0.4707, -0.0195], [-0.1484, 0.1168, -0.0493], [-0.0361, 0.0048, -0.0117], [0.0076, 0.0000, -0.0191], [0.0115, -0.0338, -0.0265], [0.0424, 0.0355, -0.0255], [0.0042, 0.1071, -0.0147], [0.0005, -0.0127, 0.0048], [0.1258, -0.0527, -0.0292], [0.0051, 0.0050, -0.0247], [0.0130, -0.0215, -0.0039], [0.2111, 0.0715, 0.3757], [-0.0547, -0.0708, -0.0254], [-0.0744, -0.0739, -0.0785], [-0.0374, -0.0199, 0.0074], [0.1146, 0.1254, 0.0222], [-0.0057, 0.0135, 0.0006], [0.0379, -0.0054, 0.0312], [-0.0579, -0.1265, -0.4704], [0.0567, -0.0077, 0.1531], [-0.0357, -0.0573, -0.0656], [0.0433, 0.0408, 0.0227], [0.0331, -0.0350, 0.0988], [-0.0479, 0.0471, -0.0115], [-0.0291, 0.0484, 0.1103], [0.0007, 0.0043, 0.0036], [-0.0750, 0.0323, -0.1040], [0.0085, 0.0098, -0.0314], [-0.0174, -0.0012, 0.0231], [-0.0918, -0.4747, 0.0314], [0.0999, 0.0771, -0.0161], [-0.0265, -0.0276, 0.0656], [-0.0056, 0.0375, -0.0159], [-0.0077, 0.0174, -0.0463], [-0.0322, -0.0218, -0.0014], [0.0002, -0.0143, 0.0438], [0.0859, 0.4573, 0.1649], [0.0049, -0.1541, -0.0255], [0.0384, 0.1131, 0.0102], [-0.0297, -0.0243, -0.0477], [0.0250, 0.0018, -0.0188], [-0.0177, 0.0137, -0.0286], [-0.0194, -0.0901, -0.1156], [0.0006, -0.0088, -0.0092], [-0.0358, 0.1247, -0.0299], [-0.0033, 0.0114, -0.0177], [-0.0115, -0.0220, 0.0123]], "lowdin_charge": [-0.06, -0.22, -0.12, -0.10, 0.04, 0.12, 0.04, -0.11, -0.17, -0.45, 1.03, -0.69, 0.05, 0.07, -0.17, 0.01, 0.03, -0.51, 0.18, -0.14, 0.74, -0.34, 0.06, 0.08, 0.06, 0.11, 0.09, 0.13, 0.12, 0.16, 0.19, 0.16, 0.11, 0.13, 0.08, 0.05, 0.13, 0.04, 0.04, -0.04, -0.45, -0.31, 0.10, 0.11, 0.15, 0.10, 0.05, -0.54, -0.29, 0.11, 0.10, 0.16, 0.07, 0.15, 0.15, 0.17, 0.18, -0.05, -0.44, -0.31, 0.10, 0.11, 0.15, 0.08, 0.06, -0.55, -0.29, 0.10, 0.10, 0.15, 0.14, 0.15, 0.13, 0.17, 0.18, -0.04, -0.44, -0.29, 0.10, 0.08, 0.13, 0.10, 0.06, -0.55, -0.26, 0.08, 0.09, 0.16, 0.16, 0.15, 0.15, 0.18, 0.18, -0.04, -0.45, -0.31, 0.09, 0.11, 0.14, 0.10, 0.06, -0.55, -0.28, 0.11, 0.09, 0.15, 0.13, 0.15, 0.15, 0.17, 0.15]}

---

{"formula": "C33H33F3O18", "method": "the ωB97M-V functional and the def2-TZVPD basis", "total_energy_ev": -79765.0586, "smiles": "CCc1cccc2c1C(=O)c1ccc(COC(F)(F)F)cc1C2=O.O=C1OCCO1.O=C1OCCO1.O=C1OCCO1.O=C1OCCO1.O=C1OCCO1", "elements": ["C", "C", "C", "C", "C", "C", "C", "C", "C", "O", "C", "C", "C", "C", "C", "O", "C", "F", "F", "F", "C", "C", "C", "O", "H", "H", "H", "H", "H", "H", "H", "H", "H", "H", "H", "H", "H", "O", "C", "O", "C", "C", "O", "H", "H", "H", "H", "O", "C", "O", "C", "C", "O", "H", "H", "H", "H", "O", "C", "O", "C", "C", "O", "H", "H", "H", "H", "O", "C", "O", "C", "C", "O", "H", "H", "H", "H", "O", "C", "O", "C", "C", "O", "H", "H", "H", "H"], "xyz": [[4.29502, 0.01969, 2.23366], [3.93215, 1.49446, 2.47359], [2.74723, 1.91515, 1.65682], [2.94377, 2.49025, 0.39786], [1.88548, 2.85899, -0.42387], [0.57175, 2.65891, -0.01541], [0.35394, 2.09735, 1.23525], [1.42019, 1.72826, 2.07642], [1.07219, 1.11212, 3.38742], [1.67568, 1.30855, 4.40781], [-0.13106, 0.23071, 3.34923], [-0.20329, -0.92811, 4.10918], [-1.32570, -1.74376, 3.99555], [-2.36792, -1.36282, 3.15484], [-3.60871, -2.21835, 3.05208], [-4.02069, -2.48031, 1.69468], [-3.17890, -3.18116, 0.92565], [-2.35257, -2.40330, 0.23546], [-2.43758, -4.04844, 1.60279], [-3.90325, -3.86889, 0.03039], [-2.31614, -0.18081, 2.42174], [-1.18398, 0.61517, 2.51292], [-1.02633, 1.86762, 1.73190], [-1.93819, 2.62509, 1.52769], [4.09005, -0.30350, 1.21550], [3.75246, -0.64621, 2.90137], [5.35692, -0.12292, 2.41200], [3.73945, 1.62291, 3.53027], [4.79183, 2.10907, 2.23275], [3.94863, 2.66955, 0.05266], [2.05895, 3.32388, -1.38111], [-0.26402, 2.94745, -0.63210], [0.62878, -1.16058, 4.75516], [-1.37130, -2.65813, 4.56487], [-3.50792, -3.14703, 3.60302], [-4.43590, -1.67242, 3.49356], [-3.13896, 0.10305, 1.78659], [6.08845, 1.46026, 0.00705], [5.95615, 0.69943, -0.89622], [5.12431, 0.89380, -1.94756], [5.39770, -0.11577, -2.92508], [6.01792, -1.21647, -2.09286], [6.60774, -0.47895, -1.01423], [4.47977, -0.41838, -3.42318], [6.09287, 0.28645, -3.66227], [5.27327, -1.90118, -1.68363], [6.77427, -1.78533, -2.62708], [-8.34144, -6.75538, -3.78036], [-7.64153, -6.39154, -2.89488], [-6.68062, -5.44114, -3.00760], [-6.21420, -5.11250, -1.69520], [-6.55963, -6.35965, -0.90970], [-7.69043, -6.86599, -1.62487], [-5.15215, -4.89665, -1.71326], [-6.75519, -4.23319, -1.33976], [-5.76208, -7.10424, -0.93808], [-6.82537, -6.15844, 0.12470], [6.61319, -3.23948, -5.61480], [6.58854, -2.20118, -6.18770], [6.12933, -2.01587, -7.44589], [6.03819, -0.60912, -7.69362], [7.03082, -0.04139, -6.69997], [7.00982, -1.02345, -5.65686], [6.28954, -0.39131, -8.72794], [5.01542, -0.28394, -7.49480], [8.04227, 0.01770, -7.10427], [6.74240, 0.93168, -6.30990], [-5.92741, 1.60773, 2.59501], [-5.99322, 1.31547, 1.44781], [-4.92280, 1.06880, 0.64997], [-5.39537, 0.50474, -0.57677], [-6.82215, 1.01049, -0.63303], [-7.14597, 1.15863, 0.75208], [-4.78297, 0.84589, -1.40741], [-5.33784, -0.58378, -0.50812], [-6.90136, 1.98423, -1.11936], [-7.50863, 0.31438, -1.10779], [1.51036, 5.56353, 0.96891], [0.78334, 5.67421, 1.90014], [0.65323, 4.74975, 2.88113], [-0.15445, 5.30267, 3.92195], [-0.93924, 6.36856, 3.18489], [-0.04968, 6.72115, 2.11994], [-0.78084, 4.53127, 4.36239], [0.49945, 5.72026, 4.68995], [-1.86463, 5.98115, 2.75540], [-1.16126, 7.24070, 3.79450]], "forces_ev_per_angstrom": [[0.1352, 0.0254, 0.0683], [0.1025, -0.3810, 0.0754], [-0.4807, 0.4036, -0.0427], [-0.2902, 0.0600, -0.1436], [-0.2711, -0.2169, 0.2730], [0.3903, -0.0373, 0.4597], [0.2708, -0.0956, 0.0409], [0.2529, 0.0081, -0.5528], [-0.2993, 0.0720, -0.5706], [0.4611, -0.0917, 0.7370], [-0.2352, -0.0496, -0.1264], [-0.2176, 0.2793, -0.1940], [0.2508, 0.5129, -0.1640], [-0.2018, -0.3485, -0.0500], [0.1893, 0.4329, 0.3210], [-0.1980, -0.0062, 0.1757], [-0.3741, 0.0775, -0.0293], [0.3628, 0.3279, -0.2993], [0.2779, -0.3946, 0.3051], [-0.1300, -0.0899, -0.1211], [0.3678, 0.0525, 0.3738], [-0.0664, -0.5865, 0.2970], [0.4458, -0.1512, -0.0420], [-0.6223, 0.3514, -0.3175], [-0.0198, 0.0829, -0.1599], [-0.1550, -0.0324, 0.0698], [0.1125, -0.1129, 0.0494], [-0.0667, 0.1430, 0.1170], [0.0398, 0.1490, -0.2597], [0.2055, -0.0462, 0.0358], [0.2027, 0.0327, -0.1004], [-0.1209, 0.0551, -0.0379], [0.0218, -0.1554, 0.1215], [-0.1196, -0.1915, 0.0158], [0.1187, -0.2086, -0.0579], [-0.2632, 0.0149, -0.1704], [-0.0974, 0.1411, -0.0722], [0.0806, 0.0402, -0.0505], [0.0074, -0.0354, 0.0509], [0.0274, -0.0367, 0.0212], [-0.0423, -0.0341, -0.1839], [0.0173, -0.1554, -0.0857], [-0.0506, 0.0232, -0.0216], [-0.0729, 0.0954, 0.0992], [0.0283, -0.0126, 0.0413], [-0.0146, 0.0342, 0.0132], [0.0951, 0.0719, 0.0838], [0.0173, 0.0089, 0.0133], [-0.0407, -0.0176, -0.0208], [-0.0143, -0.0159, 0.0607], [0.0480, 0.0785, 0.0392], [0.0715, -0.0193, 0.1206], [0.0448, 0.0374, -0.0090], [0.0224, -0.0273, -0.1769], [-0.0198, -0.0217, 0.0118], [0.0016, 0.0110, -0.0329], [-0.1414, -0.0419, -0.0379], [-0.0054, 0.0224, 0.0299], [-0.0482, -0.0607, 0.0235], [0.0420, 0.0426, 0.0319], [-0.0533, 0.0980, -0.0802], [0.0648, 0.1222, -0.0403], [-0.0237, 0.0535, -0.0723], [0.0271, -0.1485, -0.0147], [0.0114, -0.0062, 0.0244], [-0.0093, -0.0257, -0.0120], [-0.0171, -0.0690, 0.1303], [0.0108, -0.0059, 0.0340], [0.0172, -0.1025, -0.0138], [-0.1174, -0.0169, -0.0292], [0.0631, -0.0642, -0.1402], [-0.0426, -0.0027, -0.1357], [0.0451, 0.0326, -0.0076], [0.0771, 0.0801, 0.1034], [-0.0259, 0.0067, 0.0294], [0.0294, 0.0025, 0.0166], [-0.0640, -0.0135, 0.1348], [0.0605, 0.1981, 0.0107], [-0.1283, -0.1603, -0.0674], [0.0286, 0.0873, 0.0505], [-0.0544, 0.0027, 0.1475], [-0.1718, 0.0219, 0.0685], [0.0582, -0.0519, 0.0402], [0.0441, -0.0956, -0.1056], [0.0028, 0.0113, -0.0182], [0.0322, -0.0431, -0.0095], [0.1033, 0.0760, -0.0899]], "lowdin_charge": [-0.08, -0.18, -0.14, 0.00, -0.05, -0.01, -0.10, -0.04, -0.29, 0.13, -0.07, 0.02, 0.00, -0.18, -0.09, 0.05, -0.74, 0.18, 0.18, 0.15, 0.07, -0.06, -0.30, 0.14, 0.07, 0.07, 0.07, 0.10, 0.11, 0.10, 0.11, 0.12, 0.12, 0.12, 0.13, 0.14, 0.12, 0.15, -0.57, 0.05, -0.12, -0.10, 0.07, 0.14, 0.12, 0.14, 0.13, 0.17, -0.57, 0.06, -0.13, -0.12, 0.06, 0.11, 0.13, 0.13, 0.13, 0.17, -0.57, 0.07, -0.11, -0.11, 0.03, 0.13, 0.13, 0.13, 0.13, 0.17, -0.57, 0.03, -0.11, -0.11, 0.06, 0.14, 0.13, 0.13, 0.13, 0.17, -0.56, 0.05, -0.11, -0.11, 0.06, 0.13, 0.13, 0.13, 0.13]}

---

no.,frontier orbital gap (eV),LUMO level (eV)
1,7.08,-4.4
2,8.64,-0.4